{
  "formula": "C52H48N8O19",
  "method": "ωB97M-V/def2-TZVPD",
  "species": ["C", "C", "O", "C", "O", "O", "C", "H", "H", "H", "H", "H", "H", "H", "H", "C", "C", "C", "C", "C", "C", "N", "O", "O", "H", "H", "H", "H", "H", "C", "C", "C", "C", "C", "C", "N", "O", "O", "H", "H", "H", "H", "H", "C", "C", "C", "C", "C", "C", "N", "O", "O", "H", "H", "H", "H", "H", "C", "C", "C", "C", "C", "C", "N", "O", "O", "H", "H", "H", "H", "H", "C", "C", "C", "C", "C", "C", "N", "O", "O", "H", "H", "H", "H", "H", "C", "C", "C", "C", "C", "C", "N", "O", "O", "H", "H", "H", "H", "H", "C", "C", "C", "C", "C", "C", "N", "O", "O", "H", "H", "H", "H", "H", "C", "C", "C", "C", "C", "C", "N", "O", "O", "H", "H", "H", "H", "H"],
  "positions_angstrom": [[-0.28227, -3.76872, -3.85918], [1.13434, -3.97585, -4.32165], [1.28582, -3.67928, -5.72296], [0.83208, -4.66435, -6.53740], [0.29880, -5.68483, -6.12762], [1.10905, -4.40071, -7.80897], [0.57097, -5.37736, -8.67724], [-0.45720, -3.83772, -2.77588], [-0.97540, -4.42985, -4.36996], [-0.48672, -2.71230, -4.12278], [1.47911, -4.96698, -4.18738], [1.93358, -3.36914, -3.91522], [-0.51422, -5.35099, -8.84509], [0.91482, -6.36317, -8.30892], [1.04098, -5.18902, -9.65123], [-1.93097, -1.62161, 4.39595], [-1.30956, -1.87532, 5.60681], [-1.82633, -1.28858, 6.78006], [-2.85534, -0.43971, 6.67313], [-3.49362, -0.20337, 5.46849], [-3.11103, -0.88181, 4.35695], [-3.41516, 0.18596, 7.87273], [-4.58167, 0.49947, 7.79529], [-2.75004, 0.24453, 8.86394], [-1.51655, -2.05032, 3.47374], [-0.37089, -2.41463, 5.66290], [-1.36206, -1.42524, 7.74400], [-4.28891, 0.51214, 5.44956], [-3.65612, -0.75244, 3.43364], [-5.24576, 0.67530, 0.70829], [-5.27470, -0.60867, 1.25376], [-4.56859, -1.59086, 0.66493], [-4.01107, -1.36094, -0.59021], [-3.95174, -0.11037, -1.19530], [-4.56187, 0.93579, -0.50675], [-3.19236, -2.40406, -1.21803], [-2.72113, -2.14497, -2.28970], [-3.02626, -3.44721, -0.60480], [-5.68682, 1.55217, 1.10076], [-5.85920, -0.68536, 2.17306], [-4.71504, -2.64803, 1.00023], [-3.49307, -0.00551, -2.17046], [-4.51980, 1.92278, -0.93306], [3.43616, -4.48565, -0.45228], [4.01251, -3.44208, -1.12292], [4.52035, -3.59187, -2.39388], [4.33809, -4.83799, -2.99897], [3.73805, -5.93935, -2.34170], [3.35249, -5.75571, -1.05308], [4.85112, -5.01763, -4.33772], [4.63500, -6.05766, -4.89811], [5.55818, -4.12446, -4.73919], [3.09318, -4.42503, 0.57948], [3.96790, -2.49014, -0.61230], [5.11323, -2.80249, -2.84427], [3.59511, -6.86136, -2.87368], [2.97165, -6.60685, -0.46720], [-4.11038, 3.47722, 4.89958], [-4.91246, 4.02813, 3.90899], [-4.55126, 3.85067, 2.59893], [-3.34188, 3.17254, 2.32283], [-2.51520, 2.71250, 3.31090], [-2.90941, 2.87590, 4.63036], [-2.94559, 3.11629, 0.95002], [-2.07034, 2.33643, 0.66352], [-3.63305, 3.67195, 0.13860], [-4.46664, 3.50587, 5.93679], [-5.80288, 4.55603, 4.22127], [-5.07824, 4.40698, 1.85539], [-1.56297, 2.31008, 2.99671], [-2.19273, 2.47366, 5.33638], [-0.30368, 0.75991, -3.21569], [-0.84725, 1.54360, -2.20799], [-1.19811, 2.84927, -2.47685], [-0.99523, 3.33816, -3.73039], [-0.44619, 2.60184, -4.72313], [-0.18973, 1.24501, -4.51716], [-1.31551, 4.74361, -4.05973], [-0.97896, 5.15202, -5.13931], [-1.86854, 5.38479, -3.22306], [-0.04358, -0.26167, -3.00581], [-1.08310, 1.07814, -1.24895], [-1.67359, 3.40621, -1.67716], [-0.32646, 3.06045, -5.68237], [0.12704, 0.66118, -5.36860], [4.84102, 1.30485, 1.78265], [4.47776, -0.01966, 2.05155], [5.42791, -1.02310, 1.98648], [6.70575, -0.65884, 1.65283], [7.08721, 0.64674, 1.37202], [6.16593, 1.63369, 1.41281], [7.72940, -1.66073, 1.50895], [7.29814, -2.80111, 1.51469], [8.89113, -1.37080, 1.33326], [4.01098, 2.02842, 1.81674], [3.43391, -0.26448, 2.27090], [5.15509, -2.05199, 2.18249], [8.09400, 0.84669, 1.11287], [6.36917, 2.67564, 1.16738], [0.47424, 5.16886, -0.31144], [1.41575, 5.21463, 0.66144], [1.04057, 5.60956, 1.93157], [-0.23627, 6.06863, 2.10712], [-1.20149, 6.10576, 1.08517], [-0.82483, 5.63401, -0.14917], [-0.62637, 6.54433, 3.40779], [0.21284, 6.50607, 4.28201], [-1.76284, 6.98231, 3.57528], [0.78648, 4.75770, -1.25952], [2.43520, 4.85927, 0.52980], [1.73004, 5.62649, 2.74886], [-2.18495, 6.53802, 1.21552], [-1.50743, 5.43245, -0.94462], [-0.18613, -2.15350, -0.25318], [-0.81721, -1.34943, 0.66644], [-0.22122, -0.14783, 1.12582], [0.88921, 0.26905, 0.44719], [1.51535, -0.44552, -0.53834], [1.00090, -1.71702, -0.87050], [1.49927, 1.49479, 0.79900], [2.46427, 1.86248, 0.14879], [0.99779, 2.11994, 1.73495], [-0.71105, -3.01962, -0.62486], [-1.73656, -1.67733, 1.18829], [-0.65272, 0.34482, 1.98075], [2.45410, -0.04929, -0.92154], [1.53046, -2.28228, -1.60498]],
  "forces_ev_per_angstrom": [[0.1, 1.5, 0.2], [0.5, -0.1, -0.3], [-0.5, -0.5, -1.3], [0.0, -0.8, 1.5], [0.4, 1.2, -0.6], [-0.6, 0.8, 0.7], [0.8, -1.2, -1.3], [0.4, -0.2, -0.3], [0.1, 0.0, 0.0], [-0.5, -0.5, 0.1], [0.1, -1.3, 0.2], [-0.4, 0.6, 0.7], [0.3, 0.2, 0.6], [-0.6, 0.4, -0.4], [-0.1, 0.0, 0.3], [0.2, -1.0, -0.3], [0.1, 0.7, 0.4], [1.9, -1.0, -0.2], [-1.1, 0.8, -0.4], [-0.7, 0.3, 0.6], [0.7, 0.2, -0.8], [-0.7, -0.7, -0.6], [-0.6, 0.6, 0.1], [0.9, 0.2, 0.9], [-0.2, 0.1, 0.4], [-0.2, -0.2, -0.1], [0.1, -0.2, 0.1], [-0.5, 0.0, 0.0], [0.1, 0.1, -0.1], [1.5, 0.2, -2.2], [-1.0, 2.6, 1.2], [-0.6, -3.0, -1.1], [1.0, 0.6, 0.3], [-0.6, -0.2, 0.6], [-0.4, -1.0, 0.4], [-0.8, -0.3, 0.8], [0.6, -0.2, -0.9], [0.0, 0.1, -0.2], [-0.8, 0.4, 1.0], [0.3, -0.6, -0.2], [0.7, 1.1, -0.1], [0.1, 0.1, 0.2], [-0.2, 0.2, 0.1], [-0.2, -1.8, 0.3], [-0.6, 0.8, 0.7], [0.2, -0.7, -0.3], [-0.6, -0.1, 1.2], [0.7, 1.2, -1.4], [-0.6, 0.0, 1.5], [0.8, 0.2, 0.6], [-0.4, -0.7, -0.7], [0.3, 0.4, -0.9], [0.0, 0.4, -0.3], [0.5, 0.2, -0.2], [-0.4, -0.2, -0.2], [0.1, -0.2, -0.1], [0.1, 0.5, -0.4], [-0.5, 0.0, 1.6], [0.1, -0.6, 0.4], [1.0, 0.4, 0.2], [-1.5, 1.6, 0.8], [0.2, 0.2, -0.5], [1.0, -0.7, -0.7], [-0.5, -1.5, 0.1], [1.3, -0.3, -0.3], [-0.4, 1.3, -1.0], [0.3, 0.2, -0.4], [-0.1, 0.0, -0.3], [-0.2, -0.3, -0.7], [0.1, -0.2, 0.3], [-0.5, 0.2, 0.5], [-0.3, -0.4, -0.7], [0.0, -0.6, 0.0], [-0.8, -0.2, 1.6], [0.2, 1.0, -0.1], [-0.1, -1.4, -1.1], [0.3, 0.9, 0.5], [0.7, -1.2, -0.2], [0.1, 0.4, -0.8], [-1.0, 1.1, 1.3], [0.0, -0.3, 0.0], [0.2, 0.4, -0.2], [0.0, 0.2, -0.3], [0.1, 0.0, -0.4], [0.2, -0.3, 0.2], [-0.4, -0.2, -0.1], [-0.1, 0.7, -0.1], [-0.6, -0.2, 0.1], [0.6, 1.1, -0.1], [0.2, -0.8, 0.1], [-2.4, 1.1, 0.5], [-0.3, -1.5, -0.3], [0.4, -0.5, 0.1], [0.0, 0.4, 0.2], [0.9, -0.1, 0.0], [0.4, 0.1, 0.1], [0.2, 0.1, -0.1], [0.8, 0.1, -0.2], [0.3, -0.3, 0.1], [0.0, -0.2, -1.5], [0.9, -0.4, 1.3], [0.2, 0.4, -0.2], [-1.2, 0.1, -0.9], [0.3, 0.2, 0.1], [0.5, -0.9, 0.4], [-0.7, 0.7, 1.0], [0.1, 0.0, 0.4], [0.6, -0.4, -0.3], [-0.2, 0.0, -0.3], [-0.3, 0.0, -0.3], [0.2, -0.1, 0.3], [0.1, -0.2, 0.4], [-0.5, 0.6, -0.3], [0.3, 0.5, -1.3], [-0.1, 0.7, 1.8], [-1.2, -1.8, -0.5], [-0.1, -0.4, 0.1], [0.1, -2.0, -0.4], [-0.1, 1.5, 0.8], [0.0, 1.9, 0.9], [-0.3, 0.4, 0.3], [0.7, -0.2, -0.6], [0.3, -0.4, 0.2], [0.6, 0.1, -0.6], [0.1, 0.4, -0.2], [-0.4, -0.2, -0.2], [0.0, -0.5, -0.3]],
  "lowdin_charge": [-0.044, -0.221, 0.031, -0.568, 0.098, 0.017, -0.058, 0.065, 0.083, 0.083, 0.099, 0.110, 0.103, 0.105, 0.097, -0.065, -0.043, 0.000, -0.170, -0.027, -0.058, -0.363, 0.081, 0.105, 0.099, 0.110, 0.125, 0.110, 0.087, -0.037, -0.091, -0.038, -0.150, 0.018, -0.043, -0.358, 0.084, 0.062, 0.091, 0.120, 0.146, 0.120, 0.096, -0.069, -0.099, 0.008, -0.151, -0.003, -0.068, -0.373, 0.096, 0.085, 0.113, 0.097, 0.128, 0.120, 0.119, -0.066, -0.050, 0.007, -0.159, 0.009, -0.068, -0.349, 0.074, 0.068, 0.123, 0.116, 0.117, 0.111, 0.119, -0.055, -0.059, -0.009, -0.156, -0.005, -0.029, -0.359, 0.091, 0.090, 0.085, 0.090, 0.088, 0.118, 0.110, -0.055, -0.067, -0.010, -0.162, -0.009, -0.050, -0.358, 0.065, 0.092, 0.095, 0.108, 0.120, 0.114, 0.116, -0.073, -0.072, 0.003, -0.159, 0.012, -0.062, -0.353, 0.076, 0.061, 0.110, 0.115, 0.120, 0.123, 0.071, -0.055, -0.054, 0.014, -0.220, 0.003, -0.036, -0.319, 0.052, 0.073, 0.082, 0.102, 0.104, 0.131, 0.082],
  "homo_lumo_gap_ev": 8.8,
  "e_lumo_ev": -1.29,
  "e_above_lowest_ev": 0.000
}